DFT (ωB97M-V/def2-TZVPD) results for the molecule C3H8N4S in a non-equilibrium geometry.

total energy: -20034.535 eV
gap between HOMO and LUMO: 9.3695 eV
spin multiplicity: 1
highest occupied orbital energy: -9.0 eV
structure (SMILES): [H]/N=C(\C)NS/C=N\N

```
16
C3H8N4S (ωB97M-V/def2-TZVPD)
H -2.810 1.704 0.743
N -1.994 1.704 0.107
C -1.697 0.455 -0.083
C -2.570 -0.675 0.350
N -0.523 0.178 -0.813
S 0.430 -1.259 -0.414
C 1.415 -0.511 0.927
N 2.242 0.453 0.810
N 2.326 1.041 -0.416
H -2.785 -1.419 -0.430
H -3.517 -0.259 0.767
H -2.009 -1.222 1.156
H 0.086 1.022 -0.846
H 1.263 -0.974 1.901
H 2.438 0.465 -1.217
H 3.198 1.579 -0.417
```

***

DFT (ωB97M-V/def2-TZVPD) results for the molecule C23H28N6O5S.

total energy: -54321.402 eV
gap between HOMO and LUMO: 8.8038 eV
spin multiplicity: 1
highest occupied orbital energy: -8.5 eV
structure (SMILES): Cn1c(N)c(C(=O)CSc2nc3ccccc3c(=O)n2CCCN2CCOCC2)c(=O)n(C)c1=O

```
63
C23H28N6O5S (ωB97M-V/def2-TZVPD)
C -1.066 2.776 -3.831
N -1.229 3.090 -2.424
C -1.330 2.097 -1.498
N -1.358 0.833 -1.915
C -1.407 2.411 -0.132
C -1.263 1.344 0.838
O -1.377 0.153 0.543
C -0.930 1.716 2.267
S 0.160 0.433 2.946
C 1.306 0.391 1.620
N 1.220 1.356 0.770
C 2.048 1.360 -0.313
C 1.975 2.411 -1.235
C 2.786 2.404 -2.346
C 3.690 1.364 -2.563
C 3.790 0.336 -1.652
C 2.974 0.324 -0.520
C 3.079 -0.746 0.464
O 3.858 -1.674 0.406
N 2.188 -0.639 1.544
C 2.228 -1.710 2.524
C 1.511 -2.969 2.031
C 0.002 -2.770 1.898
N -0.629 -3.854 1.167
C -1.987 -3.508 0.778
C -2.557 -4.627 -0.091
O -2.570 -5.856 0.598
C -1.269 -6.193 1.018
C -0.660 -5.106 1.905
C -1.521 3.788 0.278
O -1.698 4.181 1.416
N -1.442 4.725 -0.763
C -1.533 6.137 -0.427
C -1.257 4.444 -2.083
O -1.137 5.304 -2.926
H -1.013 3.725 -4.362
H -1.921 2.207 -4.200
H -0.139 2.223 -3.997
H -1.102 0.579 -2.852
H -1.365 0.146 -1.151
H -0.442 2.681 2.350
H -1.830 1.707 2.883
H 1.289 3.222 -1.043
H 2.729 3.218 -3.054
H 4.319 1.375 -3.440
H 4.493 -0.473 -1.784
H 1.783 -1.348 3.453
H 3.283 -1.946 2.689
H 1.921 -3.258 1.062
H 1.729 -3.766 2.742
H -0.194 -1.862 1.324
H -0.442 -2.637 2.900
H -1.969 -2.573 0.217
H -2.636 -3.372 1.662
H -3.593 -4.418 -0.363
H -1.948 -4.719 -1.003
H -1.359 -7.133 1.566
H -0.621 -6.340 0.141
H 0.357 -5.397 2.169
H -1.257 -5.013 2.830
H -2.331 6.600 -1.007
H -1.744 6.206 0.638
H -0.593 6.636 -0.661
```

***

DFT (ωB97M-V/def2-TZVPD) results for a cluster of 2 separate species, C3H6ClF in total in a non-equilibrium geometry.

total energy: -18446.542 eV
gap between HOMO and LUMO: 10.7412 eV
spin multiplicity: 1
highest occupied orbital energy: -9.8 eV
structure (SMILES): C=C(C)F.Cl

```
11
C3H6ClF (ωB97M-V/def2-TZVPD)
C -1.056 0.378 0.893
C 0.123 -0.038 1.120
C 0.719 -1.264 1.662
F 1.084 0.905 0.999
H -1.124 1.495 0.478
H -1.936 -0.284 0.683
H 1.416 -1.665 0.700
H -0.159 -1.888 2.047
H 1.288 -0.971 2.570
Cl -0.415 -0.010 -2.125
H -0.907 0.880 -1.396
```

***

DFT (ωB97M-V/def2-TZVPD) results for the molecule C4H8O.

total energy: -6323.710 eV
gap between HOMO and LUMO: 11.1107 eV
spin multiplicity: 1
highest occupied orbital energy: -10.0 eV
structure (SMILES): OCC1CC1

```
13
C4H8O (ωB97M-V/def2-TZVPD)
O 2.110 -0.867 0.399
C 1.318 0.309 0.452
C 0.050 0.194 -0.373
C -1.277 0.705 0.072
C -1.177 -0.749 -0.247
H 1.694 -1.457 -0.242
H 1.753 1.192 -0.058
H 1.257 0.597 1.512
H 0.346 0.338 -1.414
H -1.348 0.951 1.127
H -1.829 1.356 -0.593
H -1.254 -1.489 0.548
H -1.643 -1.078 -1.183
```

***

DFT (ωB97M-V/def2-TZVPD) results for a structure of composition C15H37GaN2O7PS in a non-equilibrium geometry.

total energy: -105969.220 eV
gap between HOMO and LUMO: 6.4712 eV
spin multiplicity: 1
highest occupied orbital energy: -4.3 eV
total charge: -1

```
64
C15H37GaN2O7PS (ωB97M-V/def2-TZVPD)
C 0.841 -0.384 3.536
C 1.588 0.839 2.917
O 0.751 1.687 2.148
C 0.751 1.187 0.814
C -0.252 1.948 -0.113
O -0.726 1.051 -1.088
C -2.048 0.519 -0.790
Ga -2.036 -1.213 0.333
C -0.797 -2.680 -0.406
C 0.638 -2.196 -0.744
C 1.249 -2.865 -2.037
S 2.368 -4.280 -1.666
C -3.942 -1.974 0.694
P -4.181 -2.563 2.431
O -4.868 -3.919 2.450
O -5.180 -1.530 3.298
O -2.752 -2.598 3.270
H 1.530 -0.906 4.220
H 0.612 -1.084 2.719
H -0.107 -0.092 4.001
H 2.395 0.415 2.291
H 2.054 1.383 3.760
H 0.486 0.121 0.842
H 1.752 1.256 0.338
H 0.354 2.697 -0.660
H -1.042 2.474 0.445
H -2.679 1.331 -0.378
H -2.494 0.267 -1.775
H -1.448 -0.793 1.784
H -0.812 -3.514 0.322
H -1.278 -3.085 -1.324
H 0.704 -1.111 -0.924
H 1.329 -2.401 0.094
H 1.876 -2.098 -2.527
H 0.428 -3.128 -2.713
H 2.866 -3.896 -0.444
H -4.747 -1.253 0.491
H -4.031 -2.892 0.092
H -4.842 -0.634 3.206
H -2.677 -3.482 3.632
C -4.437 2.999 -2.481
O -4.496 1.794 -2.429
N -3.766 3.698 -3.429
C -3.730 5.144 -3.437
C -3.062 2.964 -4.465
H -4.933 3.643 -1.737
H -4.159 5.516 -4.371
H -2.695 5.484 -3.355
H -4.301 5.545 -2.600
H -3.769 2.343 -5.018
H -2.315 2.314 -4.007
H -2.573 3.657 -5.148
C 4.904 -0.652 1.783
O 3.845 -1.155 1.481
N 5.946 -0.486 0.935
C 7.189 0.125 1.356
C 5.805 -0.936 -0.439
H 5.106 -0.279 2.800
H 7.378 1.018 0.756
H 8.009 -0.584 1.217
H 7.140 0.408 2.407
H 4.969 -0.416 -0.910
H 5.595 -2.007 -0.453
H 6.719 -0.736 -0.994
```

***

DFT (ωB97M-V/def2-TZVPD) results for the ion C4H9N3 with charge +2 in a non-equilibrium geometry.

total energy: -8739.868 eV
gap between HOMO and LUMO (alpha / beta): 6.7846 / 7.6002 eV
spin multiplicity: 3
highest occupied orbital energy (alpha / beta): -16.8 / -20.9 eV
total charge: +2

```
16
C4H9N3 (ωB97M-V/def2-TZVPD)
C 2.657 -0.460 -0.107
C -1.877 0.473 -0.541
C 0.301 0.581 0.141
C -0.993 -1.565 0.347
N 1.473 -0.132 -0.302
N 0.246 1.868 0.361
N -0.868 -0.196 -0.122
H 3.257 -0.214 0.710
H 3.248 -1.062 -0.758
H -2.830 -0.144 -0.760
H -2.078 1.618 -0.685
H -0.771 -2.192 -0.557
H -2.107 -1.756 0.602
H -0.203 -1.657 1.007
H 1.119 2.433 0.470
H -0.574 2.405 0.195
```